16
Properties=species:S:1:pos:R:3:lowdin_charge:R:1 method="wB97M-V/def2-TZVPD" gap_ev=9.295 total_charge=0 de_lowest_ev=5.608 largest_force_ev_per_a=2.771
C 0.44457 -0.24317 0.04937 -0.41
C 1.15960 0.04631 1.33604 0.00
C -0.80195 0.36005 -0.23696 -0.16
N 0.90844 -1.24981 -0.71659 0.17
C -1.85475 1.07757 -0.52953 0.10
O 0.69390 1.50485 -0.89004 -0.22
O -1.37020 -0.98817 0.90846 -0.21
H 0.82742 1.25787 -1.81463 0.01
H -1.69066 -1.71626 0.35964 0.02
H 1.79405 -1.67166 -0.49523 0.12
H 0.47394 -1.46330 -1.59870 0.12
H 2.18116 0.34988 1.10953 0.09
H 0.66100 0.85119 1.86565 0.10
H 1.14607 -0.84791 1.95796 0.10
H -1.73862 2.00452 -1.07126 0.08
H -2.83396 0.72805 -0.23371 0.08

=====

8
Properties=species:S:1:pos:R:3:lowdin_charge:R:1 method="wB97M-V/def2-TZVPD" gap_ev=3.506 total_charge=-3 largest_force_ev_per_a=2.098
Hf -1.94765 -1.37961 0.01428 0.61
I 2.59648 2.15729 1.76280 -0.35
I -0.83901 2.23691 -0.92193 0.02
I 2.31371 -3.33003 -0.29938 -0.92
I 2.89222 3.58157 -1.92504 -0.72
I -2.18776 -3.37893 -2.01640 -0.29
Cl -2.50004 -3.18632 2.08971 -0.55
F -0.32795 3.29912 1.29597 -0.79

=====

16
Properties=species:S:1:pos:R:3:lowdin_charge:R:1 method="wB97M-V/def2-TZVPD" gap_ev=9.435 smiles="CCC(SC)=C(F)F" total_charge=0 de_lowest_ev=0.375 largest_force_ev_per_a=3.618
C -2.46980 -1.33084 -0.25876 -0.09
C -1.15516 -1.24232 0.48664 -0.26
C -0.16865 -0.21111 -0.04341 -0.49
S 1.38894 -0.86630 -0.55254 0.87
C 2.45744 -0.32918 0.74361 -0.42
C -0.34266 1.09639 0.06153 -0.35
F 0.45058 2.09948 -0.45504 0.07
F -1.52231 1.62731 0.36765 0.12
H -3.17252 -1.79411 0.32907 0.04
H -2.81910 -0.32134 -0.50897 0.08
H -2.32057 -1.78941 -1.24725 0.09
H -1.53387 -0.87366 1.43084 0.10
H -0.64323 -2.18898 0.69950 0.10
H 3.51935 -0.42856 0.39957 0.06
H 2.24008 0.73890 0.99699 0.05
H 2.22551 -0.92088 1.58984 0.01

=====

42
Properties=species:S:1:pos:R:3:lowdin_charge:R:1 method="wB97M-V/def2-TZVPD" gap_ev=4.546 total_charge=-1 largest_force_ev_per_a=2.365
C 0.65377 -3.80395 0.77961 -0.16
C -0.75993 -3.51934 0.14660 -0.72
I -1.06248 -4.84970 -1.57657 0.72
C -0.75141 -2.01093 -0.31554 -0.23
C -0.63353 -1.03835 0.89662 -0.37
O -1.54006 -1.57473 1.91304 -0.35
S -1.55815 -0.67400 3.30910 1.00
O -0.23452 -0.06394 3.57731 -0.40
O -2.55141 0.61967 2.90756 -0.34
C -3.29645 0.41023 1.69890 -0.25
C -2.48338 0.61390 0.37437 -0.16
C -0.91039 0.44925 0.53446 -0.29
Si 0.04907 1.07445 -1.01156 0.58
C -1.02129 1.11027 -2.60165 -0.19
C 1.73030 0.18595 -1.26139 -0.16
C 0.51430 2.89321 -0.65423 -0.21
H 0.68872 -3.58027 1.86226 0.08
H 1.03380 -4.81739 0.54264 0.05
H 1.36685 -3.10409 0.28504 0.08
H -1.59296 -3.74603 0.82936 0.06
H 0.11929 -1.93411 -1.00220 0.09
H -1.66908 -1.85035 -0.91803 0.10
H 0.39260 -1.09882 1.32427 0.13
H -3.85202 -0.55411 1.70284 0.11
H -4.09061 1.19144 1.70398 0.12
H -2.63115 1.61962 -0.07695 0.11
H -2.80836 -0.14140 -0.37695 0.10
H -0.63302 1.15098 1.35426 0.11
H -1.88429 0.40939 -2.57738 0.01
H -0.41712 0.98378 -3.52855 0.03
H -1.44442 2.14021 -2.67932 0.03
H 2.57811 0.89846 -1.33529 0.03
H 1.64137 -0.41189 -2.20025 0.03
H 1.96126 -0.52651 -0.43766 0.02
H -0.22995 3.41431 -0.00866 0.02
H 1.46084 2.82831 -0.04994 0.02
H 0.78161 3.45115 -1.56945 0.03
C 4.58503 2.78459 -0.32034 -0.51
O 3.37479 3.27420 -0.62982 -0.41
H 5.11656 3.25865 0.54500 0.02
H 4.63569 1.69783 -0.03842 0.02
H 5.37201 2.84004 -1.11709 0.02

=====

no.,M (g/mol)
1,103.121
2,867.461
3,138.182
4,407.366